No. 1
The following is a quantum chemistry calculation of one molecule with the formula C6H11NO in a non-equilibrium geometry, from OMol25.

Values from the calculation:
LUMO level ... 0.78 eV
Orbital gap ... 9.8 eV
Calculated total energy ... -9936.212 eV
2S+1 ... 1
ΔE to the lowest compared entry with this formula, charge and spin ... 51.7 kcal per mole
Largest force on an atom ... 2.64 eV Å⁻¹
HOMO level ... -9.04 eV

Cartesian coordinates (Å):
C  0.07  -0.78  1.96
C  -0.64  0.06  0.92
C  0.12  -1.21  -0.92
C  1.08  0.01  -0.81
C  0.10  0.95  -0.10
C  -1.13  0.62  -1.02
H  1.00  -1.17  1.58
H  -0.52  -1.65  2.23
H  0.29  -0.16  2.83
H  -1.41  0.71  1.36
H  -0.07  -1.49  -1.99
H  0.40  -2.12  -0.37
H  2.02  -0.18  -0.26
H  1.32  0.47  -1.79
H  1.07  2.50  -0.56
H  -2.01  1.34  -0.82
H  -0.99  0.59  -2.10
N  -1.18  -0.71  -0.31
O  0.48  2.23  0.18

---

No. 2
The following is a quantum chemistry calculation of one molecule with the formula C6H11NO in a non-equilibrium geometry, from OMol25.

Values from the calculation:
LUMO level ... 0.94 eV
Orbital gap ... 9.6 eV
Calculated total energy ... -9931.680 eV
2S+1 ... 1
ΔE to the lowest compared entry with this formula, charge and spin ... 156.2 kcal per mole
Largest force on an atom ... 5.28 eV Å⁻¹
HOMO level ... -8.63 eV

Cartesian coordinates (Å):
C  2.43  -0.27  -0.29
C  1.11  0.11  0.40
C  0.39  -1.15  1.14
C  -1.01  -0.41  -0.68
C  -1.17  0.86  -1.64
C  -0.16  0.73  -0.47
H  3.14  -1.05  0.29
H  3.06  0.50  -0.60
H  2.22  -1.10  -1.08
H  1.21  0.95  1.07
H  0.35  -1.08  2.27
H  0.72  -2.19  0.70
H  -1.85  -1.75  0.74
H  -0.59  -1.15  -1.45
H  -0.91  0.27  -2.56
H  -1.89  1.54  -1.40
H  -1.36  0.77  1.17
N  -1.19  -0.87  0.70
O  -0.66  1.39  0.65

---

No. 3
The following is a quantum chemistry calculation of C6H11NO as an isolated structure in a non-equilibrium geometry, from OMol25.

Values from the calculation:
LUMO level ... 0.70 eV
Orbital gap ... 8.8 eV
Calculated total energy ... -9926.939 eV
2S+1 ... 1
ΔE to the lowest compared entry with this formula, charge and spin ... 265.6 kcal per mole
Largest force on an atom ... 5.35 eV Å⁻¹
HOMO level ... -8.07 eV

Cartesian coordinates (Å):
C  0.81  -1.65  0.24
C  -0.37  -1.68  -0.93
C  -0.62  -0.18  -0.83
C  -0.86  1.42  -0.95
C  0.70  1.42  1.06
C  0.90  -0.20  0.60
H  1.83  -2.06  -0.16
H  0.63  -2.32  1.03
H  0.25  -2.15  -1.78
H  -1.20  -2.39  -0.62
H  -1.14  -0.26  0.28
H  -1.87  1.91  -1.38
H  -0.06  1.79  -1.62
H  -1.42  1.09  1.26
H  1.63  2.02  0.61
H  0.81  1.47  2.20
H  -0.11  -0.29  1.13
N  -0.58  1.83  0.55
O  0.66  0.21  -0.66

---

No. 4
The following is a quantum chemistry calculation of one molecule with the formula C6H11NO in a non-equilibrium geometry, from OMol25.

Values from the calculation:
LUMO level ... 0.81 eV
Orbital gap ... 9.7 eV
Calculated total energy ... -9932.641 eV
2S+1 ... 1
ΔE to the lowest compared entry with this formula, charge and spin ... 134.1 kcal per mole
Largest force on an atom ... 6.68 eV Å⁻¹
HOMO level ... -8.84 eV

Cartesian coordinates (Å):
C  -1.29  -0.41  -0.43
C  -1.09  -0.99  0.94
C  -0.02  -0.39  0.15
C  0.58  0.92  0.71
C  1.83  0.95  -0.12
C  1.03  -1.04  -0.57
H  -1.62  1.89  -0.54
H  -3.20  0.93  -0.25
H  -1.38  -1.30  -1.17
H  -0.89  -2.12  1.26
H  -1.25  -0.34  1.84
H  0.87  0.61  1.83
H  -0.11  1.77  0.53
H  1.84  1.05  -1.32
H  2.74  1.49  0.27
H  1.10  -2.24  -0.55
H  0.86  -1.05  -1.70
N  -2.12  0.73  -0.69
O  2.13  -0.45  -0.18

---

No. 5
The following is a quantum chemistry calculation of C6H11NO as an isolated structure in a non-equilibrium geometry, from OMol25.

Values from the calculation:
LUMO level ... 0.76 eV
Orbital gap ... 7.7 eV
Calculated total energy ... -9934.527 eV
2S+1 ... 1
ΔE to the lowest compared entry with this formula, charge and spin ... 90.6 kcal per mole
Largest force on an atom ... 3.43 eV Å⁻¹
HOMO level ... -6.94 eV

Cartesian coordinates (Å):
C  0.01  0.34  -1.77
C  -0.53  -1.65  -0.16
C  1.59  -0.47  0.54
C  -0.62  0.75  0.65
C  -1.42  1.30  -0.28
C  0.18  -0.32  0.03
N  -0.34  1.31  1.90
O  -2.16  2.12  -0.73
H  -0.01  0.85  2.74
H  -0.71  2.24  2.05
H  0.38  1.35  -1.95
H  0.77  -0.37  -2.10
H  -0.87  0.08  -2.35
H  -0.62  -2.13  0.82
H  -1.53  -1.52  -0.56
H  2.07  0.49  0.68
H  1.60  -1.01  1.49
H  2.17  -1.06  -0.18
H  0.04  -2.31  -0.82

---

No. 6
The following is a quantum chemistry calculation of C6H11NO as an isolated structure in a non-equilibrium geometry, from OMol25.

Values from the calculation:
LUMO level ... 0.77 eV
Orbital gap ... 9.3 eV
Calculated total energy ... -9935.403 eV
2S+1 ... 1
ΔE to the lowest compared entry with this formula, charge and spin ... 70.4 kcal per mole
Largest force on an atom ... 4.41 eV Å⁻¹
HOMO level ... -8.57 eV

Cartesian coordinates (Å):
C  2.02  -1.22  0.49
C  0.56  -1.34  0.06
C  1.27  0.82  -0.66
C  0.00  0.06  -0.20
C  -0.49  0.67  1.12
C  -1.12  0.27  -1.19
N  2.66  -0.21  0.22
O  1.38  2.09  -0.23
H  2.48  -2.13  0.81
H  0.64  -1.93  -0.86
H  -0.05  -1.88  0.80
H  1.54  0.77  -1.73
H  0.20  0.47  1.89
H  -1.44  0.20  1.43
H  -0.80  1.69  0.81
H  -1.53  -0.82  -1.17
H  -0.75  0.52  -2.22
H  -1.92  1.11  -0.84
H  1.38  2.10  0.77

---

No. 7
The following is a quantum chemistry calculation of one molecule with the formula C6H11NO in a non-equilibrium geometry, from OMol25.

Values from the calculation:
LUMO level ... 0.69 eV
Orbital gap ... 10.1 eV
Calculated total energy ... -9935.681 eV
2S+1 ... 1
ΔE to the lowest compared entry with this formula, charge and spin ... 64.0 kcal per mole
Largest force on an atom ... 2.81 eV Å⁻¹
HOMO level ... -9.36 eV

Cartesian coordinates (Å):
C  -1.44  0.95  1.51
C  -0.71  0.97  0.23
C  1.62  0.41  0.53
C  0.43  0.04  -1.74
C  -0.09  -1.44  0.16
C  0.32  -0.04  -0.20
N  -2.07  0.56  0.34
O  -1.62  0.92  2.71
H  -0.52  2.01  -0.23
H  2.38  -0.39  0.24
H  1.49  0.20  1.64
H  1.93  1.45  0.29
H  -0.54  -0.47  -2.09
H  0.61  1.02  -2.26
H  1.28  -0.66  -1.91
H  0.67  -2.12  -0.23
H  -1.16  -1.52  -0.21
H  -0.08  -1.63  1.32
H  -2.51  -0.26  -0.10

---

No. 8
The following is a quantum chemistry calculation of an isolated ion of composition C6H11NO and charge +1 in a non-equilibrium geometry, from OMol25.

Values from the calculation:
Charge ... +1
LUMO level (alpha / beta) ... -5.65 / -7.99 eV
Orbital gap (alpha / beta) ... 8.7 / 6.5 eV
Calculated total energy ... -9927.089 eV
2S+1 ... 2
ΔE to the lowest compared entry with this formula, charge and spin ... 72.4 kcal per mole
Largest force on an atom ... 2.28 eV Å⁻¹
HOMO level (alpha / beta) ... -14.33 / -14.48 eV

Cartesian coordinates (Å):
C  0.30  2.66  -0.40
O  -0.91  2.64  0.39
C  1.09  1.38  -0.28
C  0.78  0.42  0.94
C  0.56  -0.93  0.48
C  -0.58  -1.20  -0.27
N  -0.94  -2.44  -0.71
C  -0.43  -3.53  -0.26
H  0.02  2.94  -1.41
H  0.80  3.49  0.09
H  -1.66  2.27  -0.10
H  1.22  0.83  -1.22
H  2.15  1.60  -0.18
H  -0.11  0.91  1.37
H  1.59  0.55  1.65
H  1.27  -1.69  0.76
H  -1.16  -0.39  -0.70
H  0.24  -3.61  0.60
H  -0.73  -4.43  -0.68

---

No. 9
The following is a quantum chemistry calculation of one molecule with the formula C6H11NO2 in a non-equilibrium geometry, from OMol25.

Values from the calculation:
LUMO level (alpha / beta) ... 0.62 / 0.55 eV
Orbital gap (alpha / beta) ... 7.1 / 7.4 eV
Calculated total energy ... -11982.296 eV
2S+1 ... 1
ΔE to the lowest compared entry with this formula, charge and spin ... 91.6 kcal per mole
Largest force on an atom ... 1.57 eV Å⁻¹
HOMO level (alpha / beta) ... -6.45 / -6.86 eV

Cartesian coordinates (Å):
C  0.03  -1.29  0.21
C  -1.34  -1.28  0.76
C  0.13  1.73  1.61
C  -0.02  0.49  -1.15
N  0.64  0.42  -2.36
C  0.92  -0.17  0.04
C  1.12  1.09  0.71
O  0.43  -2.41  -0.48
O  -1.13  0.98  -1.01
H  -0.35  -2.90  -0.78
H  0.04  0.60  -3.16
H  1.33  -0.29  -2.50
H  1.83  -0.51  -0.44
H  1.94  1.67  0.33
H  -2.09  -1.29  -0.05
H  -1.51  -2.16  1.39
H  -1.54  -0.39  1.35
H  -0.13  1.09  2.47
H  0.52  2.67  2.00
H  -0.81  1.94  1.08

---

No. 10
The following is a quantum chemistry calculation of a 2-piece molecular cluster, C6H11NO2 overall in a non-equilibrium geometry, from OMol25.

Values from the calculation:
LUMO level ... 0.81 eV
Orbital gap ... 9.6 eV
Calculated total energy ... -11982.740 eV
2S+1 ... 1
ΔE to the lowest compared entry with this formula, charge and spin ... 81.4 kcal per mole
Largest force on an atom ... 4.46 eV Å⁻¹
HOMO level ... -8.82 eV

Cartesian coordinates (Å):
C  -2.44  0.78  0.34
C  -1.02  1.31  0.49
N  -0.01  0.35  0.06
C  0.32  -0.82  0.90
C  1.00  -1.86  0.09
C  1.81  -0.69  0.62
C  1.53  0.60  -0.10
O  2.12  1.66  -0.08
H  -3.16  1.54  0.66
H  -2.65  0.51  -0.70
H  -2.60  -0.12  0.96
H  -0.89  2.22  -0.12
H  -0.83  1.60  1.54
H  -0.13  -0.96  1.88
H  1.22  -2.81  0.59
H  0.79  -1.92  -0.98
H  2.63  -0.81  1.33
H  0.06  0.09  -2.07
O  1.00  0.13  -2.68
H  1.25  -0.80  -2.72

---

No. 11
The following is a quantum chemistry calculation of one molecule with the formula C6H11NO2 in a non-equilibrium geometry, from OMol25.

Values from the calculation:
LUMO level (alpha / beta) ... -1.02 / -1.02 eV
Orbital gap (alpha / beta) ... 7.0 / 7.0 eV
Calculated total energy ... -11980.592 eV
2S+1 ... 1
ΔE to the lowest compared entry with this formula, charge and spin ... 130.9 kcal per mole
Largest force on an atom ... 2.28 eV Å⁻¹
HOMO level (alpha / beta) ... -8.06 / -8.06 eV

Cartesian coordinates (Å):
C  0.12  0.61  -1.20
C  -2.04  -1.39  0.58
C  0.33  1.96  -1.71
N  -1.52  -0.33  -0.28
C  -0.16  0.35  0.26
C  1.08  -0.56  0.61
C  1.76  -0.29  1.72
O  1.42  -1.61  -0.20
O  -0.35  1.38  1.00
H  2.28  -1.97  0.06
H  -2.16  0.45  -0.29
H  0.49  -0.21  -1.82
H  -3.05  -1.64  0.27
H  -1.40  -2.27  0.51
H  -2.11  -1.06  1.63
H  0.13  1.99  -2.79
H  -0.26  2.69  -1.16
H  1.39  2.25  -1.60
H  1.42  0.48  2.40
H  2.64  -0.85  2.01

---

No. 12
The following is a quantum chemistry calculation of one molecule with the formula C6H11NO2 in a non-equilibrium geometry, from OMol25.

Values from the calculation:
LUMO level ... 0.69 eV
Orbital gap ... 10.2 eV
Calculated total energy ... -11983.754 eV
2S+1 ... 1
ΔE to the lowest compared entry with this formula, charge and spin ... 58.0 kcal per mole
Largest force on an atom ... 4.34 eV Å⁻¹
HOMO level ... -9.48 eV

Cartesian coordinates (Å):
C  0.38  0.57  1.32
C  -0.60  -0.92  -0.68
C  -0.50  -0.28  -2.06
C  1.16  0.83  -0.01
C  -0.75  -0.31  0.91
N  2.27  0.01  -0.19
C  -1.81  -0.67  1.60
O  -0.12  1.80  1.83
O  1.02  1.91  -0.60
H  -0.26  2.35  1.03
H  1.03  0.09  2.05
H  2.80  -0.29  0.62
H  2.78  0.17  -1.04
H  0.10  -1.74  -0.57
H  -1.57  -1.43  -0.74
H  -2.01  -0.21  2.57
H  -2.47  -1.47  1.27
H  -1.01  -0.91  -2.80
H  0.53  -0.22  -2.42
H  -0.96  0.71  -2.08

---

> Look up the 2S+1 of the fifth one.

1

---

> Which formula does entry 6 have?

C6H11NO